# 1
{
  "formula": "C5H7NO",
  "method": "ωB97M-V/def2-TZVPD",
  "symbols": ["O", "C", "C", "C", "C", "C", "N", "H", "H", "H", "H", "H", "H", "H"],
  "coordinates": [[1.139, 1.119, 1.449], [0.764, -0.079, 0.805], [1.605, -0.396, -0.421], [0.635, -0.085, -1.290], [-0.398, 0.044, -0.213], [-1.715, -0.615, -0.144], [-1.594, 0.849, -0.167], [1.559, 1.668, 0.771], [0.643, -0.828, 1.596], [2.635, -0.722, -0.517], [0.577, -0.019, -2.372], [-1.988, -1.119, 0.782], [-2.142, -1.054, -1.044], [-1.719, 1.236, 0.766]],
  "mulliken_charge": [-0.54, -0.10, -0.58, -0.77, 0.83, -0.47, -0.69, 0.38, 0.37, 0.40, 0.43, 0.23, 0.25, 0.27],
  "homo_energy_ev": -9.32,
  "total_charge": 0,
  "smiles": "O[C@@H]1C=C[C@@]12CN2",
  "max_force_ev_per_a": 0.319,
  "e_above_lowest_kcal_mol": 71.4,
  "gap_ev": 10.337
}

---

# 2
{
  "formula": "C39H76I2N2O7",
  "method": "ωB97M-V/def2-TZVPD",
  "symbols": ["C", "C", "C", "C", "C", "C", "C", "C", "C", "C", "C", "C", "C", "C", "C", "C", "C", "C", "C", "C", "C", "C", "C", "I", "C", "C", "I", "C", "O", "O", "C", "O", "H", "H", "H", "H", "H", "H", "H", "H", "H", "H", "H", "H", "H", "H", "H", "H", "H", "H", "H", "H", "H", "H", "H", "H", "H", "H", "H", "H", "H", "H", "H", "H", "H", "H", "H", "H", "H", "H", "H", "H", "H", "H", "H", "H", "H", "H", "C", "O", "C", "C", "N", "C", "C", "O", "C", "H", "H", "H", "H", "H", "H", "H", "H", "H", "H", "H", "H", "H", "H", "H", "C", "O", "C", "C", "N", "C", "C", "O", "C", "H", "H", "H", "H", "H", "H", "H", "H", "H", "H", "H", "H", "H", "H", "H"],
  "coordinates": [[-1.967, 5.443, -2.377], [-1.582, 4.088, -2.955], [-1.669, 2.949, -1.943], [-1.263, 1.582, -2.528], [-2.426, 0.591, -2.648], [-1.999, -0.881, -2.691], [-0.879, -1.242, -3.691], [0.168, -2.246, -3.156], [1.592, -1.699, -3.061], [1.848, -0.576, -2.044], [1.223, -0.764, -0.661], [1.182, 0.543, 0.160], [2.039, 0.507, 1.426], [1.546, -0.479, 2.486], [0.063, -0.346, 2.864], [-0.477, 1.065, 3.137], [-0.394, 1.520, 4.595], [1.029, 1.788, 5.099], [1.493, 3.205, 4.763], [2.654, 3.763, 5.599], [4.037, 3.219, 5.444], [5.273, 3.765, 5.511], [5.709, 5.224, 5.496], [7.761, 5.568, 5.983], [4.684, 6.182, 6.178], [3.871, 6.893, 5.089], [5.551, 7.748, 7.354], [6.225, 2.608, 5.757], [7.357, 2.573, 6.090], [5.491, 1.431, 5.685], [4.306, 1.785, 5.089], [3.786, 1.125, 4.256], [-1.989, 6.207, -3.156], [-2.960, 5.412, -1.923], [-1.243, 5.778, -1.631], [-0.569, 4.129, -3.369], [-2.244, 3.852, -3.796], [-1.036, 3.186, -1.082], [-2.702, 2.893, -1.582], [-0.469, 1.135, -1.927], [-0.858, 1.766, -3.528], [-3.070, 0.722, -1.772], [-3.030, 0.834, -3.528], [-2.885, -1.467, -2.953], [-1.727, -1.194, -1.678], [-0.378, -0.347, -4.069], [-1.367, -1.704, -4.553], [0.215, -3.091, -3.848], [-0.192, -2.656, -2.208], [1.866, -1.322, -4.051], [2.266, -2.533, -2.840], [2.933, -0.509, -1.914], [1.525, 0.380, -2.468], [1.807, -1.507, -0.109], [0.209, -1.152, -0.765], [1.536, 1.365, -0.471], [0.148, 0.781, 0.425], [2.093, 1.512, 1.859], [3.068, 0.252, 1.150], [2.193, -0.404, 3.363], [1.689, -1.496, 2.106], [-0.115, -0.973, 3.741], [-0.523, -0.784, 2.052], [-1.539, 1.064, 2.872], [-0.010, 1.811, 2.487], [-0.893, 0.779, 5.227], [-0.975, 2.444, 4.698], [1.700, 1.069, 4.634], [1.078, 1.626, 6.182], [0.659, 3.883, 4.971], [1.719, 3.307, 3.697], [2.391, 3.543, 6.646], [2.648, 4.842, 5.543], [5.717, 5.516, 4.446], [4.065, 5.632, 6.877], [3.529, 6.180, 4.334], [3.001, 7.402, 5.501], [4.504, 7.611, 4.567], [-3.936, -4.690, 7.779], [-4.386, -5.221, 6.550], [-5.532, -4.575, 6.012], [-5.192, -3.861, 4.723], [-4.325, -2.720, 4.975], [-3.794, -2.083, 3.777], [-2.847, -2.892, 2.900], [-1.612, -3.191, 3.520], [-1.575, -4.372, 4.297], [-3.126, -5.330, 8.126], [-3.559, -3.666, 7.677], [-4.732, -4.692, 8.530], [-5.951, -3.872, 6.739], [-6.284, -5.342, 5.807], [-6.117, -3.506, 4.259], [-4.743, -4.601, 4.045], [-3.552, -3.022, 5.556], [-3.260, -1.182, 4.091], [-4.636, -1.753, 3.160], [-2.604, -2.277, 2.028], [-3.311, -3.812, 2.521], [-2.256, -5.133, 3.905], [-1.823, -4.189, 5.346], [-0.556, -4.758, 4.255], [1.128, -0.461, -11.229], [-0.135, -0.558, -10.606], [-0.916, -1.670, -11.023], [-1.112, -2.647, -9.885], [0.140, -3.303, -9.543], [0.091, -4.123, -8.339], [-0.164, -3.418, -7.012], [0.881, -2.554, -6.611], [0.812, -1.230, -7.102], [1.576, 0.475, -10.902], [1.793, -1.287, -10.953], [1.034, -0.443, -12.320], [-0.447, -2.168, -11.877], [-1.892, -1.293, -11.342], [-1.837, -3.407, -10.192], [-1.550, -2.090, -9.044], [0.857, -2.597, -9.429], [1.046, -4.647, -8.256], [-0.680, -4.889, -8.475], [-0.232, -4.189, -6.239], [-1.120, -2.879, -7.008], [-0.221, -0.902, -7.250], [1.358, -1.105, -8.042], [1.278, -0.583, -6.358]],
  "mulliken_charge": [-1.35, -0.38, -0.86, 1.04, -0.92, -0.79, 0.28, -0.99, -0.91, -0.71, -0.20, -0.76, -0.68, -1.42, -0.05, -0.75, -1.37, 0.30, -1.11, -0.22, 0.88, 0.12, -0.44, 0.20, -0.53, -1.67, 0.12, 0.06, -0.48, -0.32, -0.12, -0.32, 0.38, 0.33, 0.33, 0.34, 0.34, 0.26, 0.41, -0.98, 0.34, 0.46, 0.20, 0.49, 0.12, 0.08, 0.09, 0.27, 0.63, 0.17, 0.46, 0.42, 0.35, 0.75, -0.34, 0.59, 0.18, -0.04, 0.55, 0.64, 0.50, 0.57, -0.03, 0.45, 0.38, 0.27, 0.52, -0.35, 0.57, 0.44, 0.20, 0.36, 0.01, 0.55, 0.71, 0.43, 0.43, 0.51, -0.73, -0.35, -0.78, -0.21, -0.31, -0.71, -0.37, -0.29, -0.72, 0.24, 0.30, 0.35, 0.41, 0.39, 0.36, 0.20, 0.10, 0.33, 0.41, 0.12, 0.45, 0.32, 0.24, 0.28, -0.74, -0.35, -0.81, -0.16, -0.28, -1.19, -0.14, -0.36, -0.67, 0.25, 0.31, 0.35, 0.41, 0.39, 0.37, 0.14, 0.11, 0.40, 0.46, 0.38, 0.29, 0.28, 0.26, 0.29],
  "homo_energy_ev": -8.64,
  "total_charge": 0,
  "max_force_ev_per_a": 0.718,
  "gap_ev": 8.047
}